(1)
C41H53BMnN7PS3 as an isolated structure. Source: the Open Molecules 2025 dataset; level of theory: ωB97M-V/def2-TZVPD.

ORCA input file:
```
! wB97M-V def2-TZVPD RIJCOSX def2/J DEFGRID3
* xyz 3 5
Mn 1.05443 1.22264 -1.76206
C 3.71833 -2.89426 -0.60906
C 2.37083 -2.59256 -0.04196
C 1.81473 -3.36276 0.96094
C 0.54433 -3.02966 1.46704
N 0.04853 -1.82686 1.21654
N 0.59373 -1.05666 0.32014
B 0.14373 0.44654 0.12524
N -1.40297 0.63814 0.20734
N -2.04117 0.25044 1.28514
C -3.33037 0.47854 1.42844
C -4.04307 1.18874 0.43514
C -3.39877 1.60804 -0.70666
C -4.06457 2.36254 -1.79496
C -2.02247 1.28004 -0.80116
S -1.09637 1.64514 -2.19256
C -3.98007 -0.01116 2.70294
C -3.55067 -1.46276 2.93714
C -3.44067 0.86664 3.84564
C -5.50617 0.06454 2.66484
N 0.81943 1.33724 1.20844
N 0.76483 0.84334 2.42564
C 1.22673 1.51674 3.45204
C 1.84793 2.77284 3.26564
C 1.94963 3.30154 2.00094
C 2.64773 4.57624 1.70534
C 1.35653 2.55014 0.94644
S 1.26063 3.19404 -0.63436
C 1.03543 0.91334 4.81504
C 0.06903 1.82834 5.58174
C 0.44493 -0.48676 4.67854
C 2.37613 0.81774 5.55364
C 1.62233 -1.47156 -0.45186
S 3.14823 0.62764 -1.19106
C -0.28157 -4.01196 2.25744
C -0.54587 -3.50026 3.67704
C -1.61017 -4.16456 1.49384
C 0.39483 -5.37866 2.35734
H 3.67073 -3.61156 -1.43056
H 4.32893 -3.36136 0.16284
H 4.22783 -1.98156 -0.92356
H 2.34463 -4.21576 1.34874
H -5.09067 1.40214 0.56774
H -5.14677 2.28424 -1.73296
H -3.71917 2.00394 -2.76396
H -3.80767 3.42144 -1.72106
H -2.47087 -1.53356 2.85264
H -4.00997 -2.12346 2.20584
H -3.85767 -1.78796 3.92684
H -2.35727 0.78944 3.88684
H -3.85367 0.52804 4.79174
H -3.71837 1.90904 3.70794
H -5.90067 -0.47336 1.80604
H -5.85807 1.09244 2.64764
H -5.91267 -0.40286 3.55824
H 2.24193 3.31094 4.11264
H 2.98493 5.05204 2.62144
H 1.99423 5.26464 1.16764
H 3.51573 4.39484 1.06684
H -0.85957 1.95914 5.03024
H 0.50543 2.80674 5.76014
H -0.15897 1.37614 6.54204
H -0.46277 -0.45536 4.08374
H 0.21503 -0.88996 5.65974
H 1.15833 -1.14226 4.18644
H 2.77473 1.79694 5.79904
H 3.10703 0.27724 4.95514
H 2.22743 0.27504 6.48264
H -1.00467 -2.52066 3.66334
H 0.38123 -3.44776 4.24024
H -1.21217 -4.18936 4.18814
H -2.03897 -3.19546 1.25504
H -2.31747 -4.71646 2.10594
H -1.45777 -4.71966 0.57024
H 1.30213 -5.33136 2.95274
H 0.62693 -5.79266 1.37934
H -0.28427 -6.06536 2.85334
C 2.71483 -0.45416 -3.98526
P 1.45083 0.94594 -4.08236
C 0.10353 0.05814 -4.94176
C -0.72757 -0.77036 -4.18116
C -1.77757 -1.44046 -4.78006
C -2.00057 -1.30236 -6.14306
C -1.16677 -0.49846 -6.90366
C -0.11677 0.18364 -6.31066
C 2.16693 2.10364 -5.26426
C 1.27953 3.02464 -5.83916
C 1.74453 3.95694 -6.74516
C 3.09783 4.00994 -7.05556
C 3.98373 3.12154 -6.45746
C 3.52933 2.17544 -5.55666
H 3.70093 -0.03236 -3.76896
H 2.74993 -1.00436 -4.93016
H 1.50033 -1.91026 -3.18666
H -0.57247 -0.85936 -3.10586
H -2.43157 -2.05716 -4.18276
H -2.82467 -1.81876 -6.61026
H -1.34057 -0.38526 -7.96306
H 0.52183 0.81364 -6.91076
H 0.23003 2.99554 -5.57306
H 1.05773 4.64624 -7.20966
H 3.46653 4.74864 -7.75036
H 5.03493 3.16134 -6.69796
H 4.24023 1.50444 -5.10106
N 2.31963 -1.36596 -2.88056
C 1.92983 -0.59916 -1.61586
H 3.09073 -2.01816 -2.66346
*
```

Values from the calculation:
Calculated total energy = -4688.3363 hartree
Expectation value of S² = 6.24
Molecular weight = 836.85 g/mol
Max |F| = 1.6 eV Å⁻¹
Highest occupied orbital energy (spin up / spin down) = -15.64 / -15.95 eV

(2)
A 3-piece molecular cluster, C15H27ClO9 overall. Source: the Open Molecules 2025 dataset; level of theory: ωB97M-V/def2-TZVPD.

ORCA input file:
```
! wB97M-V def2-TZVPD RIJCOSX def2/J DEFGRID3
* xyz 0 1
C 7.09603 -1.35780 1.33295
C 6.72268 -0.30866 2.01972
C 7.21022 1.07166 1.59202
O 6.27945 2.10649 1.92404
C 5.39531 2.35786 0.95257
O 5.66768 2.58299 -0.13919
O 4.08391 2.40855 1.32895
C 3.63286 1.17765 1.89149
Cl 3.79203 1.15271 3.69225
C 2.15377 1.05786 1.53765
C 1.63103 -0.39271 1.63756
H 6.55378 -2.28780 1.45932
H 7.95646 -1.25178 0.67712
H 6.06775 -0.42681 2.87803
H 7.50483 1.05580 0.54265
H 8.11534 1.27905 2.17617
H 4.24019 0.37597 1.46250
H 2.03543 1.37370 0.49691
H 1.60567 1.75560 2.17367
H 2.10994 -0.97683 2.42625
H 0.56127 -0.32584 1.86365
H 1.71080 -0.87566 0.66105
C -4.52878 -2.57963 3.78162
C -3.83406 -1.27936 4.13070
O -3.24473 -0.67296 2.97198
C -4.09438 -0.03785 2.16170
O -5.28223 0.07134 2.32280
O -3.40126 0.43916 1.12168
C -4.20878 1.06334 0.12212
H -3.84499 -3.24911 3.25691
H -4.88900 -3.07574 4.68301
H -5.37919 -2.40650 3.12209
H -3.01395 -1.47593 4.81988
H -4.51273 -0.58131 4.62146
H -4.84859 1.83213 0.55096
H -4.80746 0.31268 -0.39423
H -3.53920 1.53080 -0.59661
C -1.90947 0.58598 -6.89836
C -3.18027 0.92713 -6.14761
O -3.56619 -0.13291 -5.26126
C -2.87865 -0.20827 -4.12085
O -1.99049 0.52879 -3.77451
O -3.33737 -1.25578 -3.42857
C -2.62697 -1.50878 -2.21564
H -2.01311 -0.37316 -7.40842
H -1.68077 1.35660 -7.63473
H -1.06210 0.49900 -6.21828
H -4.00206 1.04661 -6.85226
H -3.08262 1.86441 -5.59907
H -2.57728 -0.61751 -1.59335
H -1.62428 -1.87313 -2.43756
H -3.16544 -2.28205 -1.67297
*
```

Values from the calculation:
Calculated total energy = -1725.0843 hartree
Structure (SMILES) = C=CCOC(=O)O[C@@H](Cl)CC.CCOC(=O)OC.CCOC(=O)OC
Molecular weight = 386.82 g/mol
Max |F| = 4.8 eV Å⁻¹
Highest occupied orbital energy = -10.15 eV

(3)
One molecule with the formula C8H7ClN2S. Source: the Open Molecules 2025 dataset; level of theory: ωB97M-V/def2-TZVPD.

ORCA input file:
```
! wB97M-V def2-TZVPD RIJCOSX def2/J DEFGRID3
* xyz 0 1
C -2.18060 -1.85213 0.29900
C -2.91415 -1.83187 -0.85445
C -1.07162 -0.77397 -2.06989
C -0.16607 -1.02384 1.48391
C -0.88499 -1.29781 0.37222
C -2.32791 -1.25508 -2.05878
C -0.27927 -0.82699 -0.89916
C 2.76068 1.89300 0.28655
N 0.90833 -0.32412 -0.77996
N 2.73478 0.55125 0.79027
S 1.74859 -0.59668 0.64293
Cl -3.28585 -1.15638 -3.52787
H -2.46943 -2.13853 1.23822
H -3.90338 -2.16806 -1.04351
H -0.76068 -0.36157 -2.95992
H -0.39226 -1.34164 2.46354
H 2.21271 2.59120 1.11397
H 3.70881 2.24043 0.22403
H 2.13405 2.17233 -0.66111
*
```

Values from the calculation:
Calculated total energy = -1276.7676 hartree
Molecular weight = 198.68 g/mol
Max |F| = 6.7 eV Å⁻¹
Highest occupied orbital energy = -8.47 eV

> Number 2 is which compound?

C15H27ClO9

> Number 1 is which compound?

C41H53BMnN7PS3

> The highest molecular weight belongs to which entry?

C41H53BMnN7PS3

> What is the formula in the third record?

C8H7ClN2S